# C29H65Cl15N6O11P2

A structure of composition C29H65Cl15N6O11P2 (wB97M-V/def2-TZVPD, OMol25).

Calculated values
**DFT total energy**: -9885.77609 a.u.
**Multiplicity**: 1

Last column: Mulliken charge in e.
Atoms and positions in Å:
O: -4.825 0.589 2.132  -0.276
H: -0.353 0.762 -3.733  -0.031
Cl: -0.277 2.353 -9.283  -0.157
H: 2.112 2.285 4.511  0.236
C: 1.613 -2.848 5.502  -1.022
C: -5.450 2.299 -5.766  -0.105
N: 3.779 -0.750 5.497  0.502
H: -0.785 -1.071 3.183  0.246
C: -0.317 1.677 -7.677  0.558
H: -1.931 3.000 -0.884  0.111
O: -1.548 4.763 0.733  -0.268
H: -1.321 -2.052 1.177  0.362
H: 3.468 2.466 6.555  0.331
N: 1.226 -1.337 5.641  0.467
Cl: 3.044 -3.896 2.691  -0.012
O: -0.435 4.963 2.672  -0.574
C: -0.285 -1.614 1.171  -0.673
O: -6.484 2.216 2.009  -0.583
C: 3.470 2.216 -0.033  -0.267
H: -1.983 7.322 3.922  0.315
H: -8.664 0.779 2.984  0.296
H: 1.605 -3.371 6.505  0.320
H: 1.124 0.752 4.354  -0.172
C: 0.010 -1.302 6.428  -1.282
Cl: -5.027 1.995 -7.470  -0.119
H: -2.972 0.846 1.310  0.011
P: 2.407 -0.429 6.438  0.349
H: 1.663 0.757 -4.982  -0.219
H: -3.314 -2.774 -3.463  -0.500
H: 4.012 -4.545 -7.209  0.412
Cl: 2.932 3.137 -1.424  -0.126
H: 3.057 -0.801 3.507  0.048
C: -1.007 3.529 -1.139  -0.617
C: 1.340 1.664 5.033  -0.331
H: 0.095 0.196 2.290  0.160
H: 0.203 -1.832 7.374  0.414
H: 2.417 0.853 -3.495  0.242
C: -1.338 5.312 1.937  0.748
C: -0.646 -1.007 -1.160  0.213
N: 3.391 -2.850 -6.228  0.254
H: -0.562 -1.030 -3.579  0.049
C: 2.596 2.075 7.108  -1.125
H: 2.260 -4.553 -6.831  0.286
H: 5.687 0.040 6.050  0.354
C: -0.445 4.126 0.095  0.097
H: -3.568 2.227 2.304  0.309
H: -0.592 -1.758 -5.789  0.363
H: 4.600 -1.271 -6.017  0.359
O: -0.245 -0.622 0.060  0.133
C: 3.107 -3.973 -7.134  -1.091
Cl: -4.841 -2.269 -5.202  -0.132
H: 4.374 -5.448 1.500  0.389
H: 5.433 -2.810 -5.918  0.278
C: -0.399 -2.769 -5.470  -1.326
C: -7.812 1.871 4.728  -0.947
H: 4.824 -2.243 -7.529  0.410
Cl: -6.946 1.424 -5.293  -0.126
H: 2.891 1.568 8.027  0.376
H: -0.685 -3.491 -6.253  0.184
Cl: -1.865 0.981 -7.319  -0.107
Cl: 2.127 -6.016 1.010  -0.125
C: 2.586 0.415 -4.497  -0.715
C: -0.017 -0.868 2.422  -0.133
C: -0.937 -0.034 -3.295  0.145
H: -4.271 1.951 0.670  0.326
C: 3.974 -0.564 4.059  -0.657
N: 1.812 1.146 6.316  0.193
C: -6.067 1.118 2.401  0.651
H: -8.808 2.296 4.866  0.318
Cl: 2.951 0.570 -0.028  0.016
H: 0.708 -4.929 -4.279  0.341
H: -0.967 -2.917 -4.572  0.434
H: -7.164 2.679 4.308  0.301
O: -6.635 0.306 3.275  -0.338
H: -0.026 3.373 0.824  -0.026
H: 4.542 2.257 -0.066  0.437
H: 4.741 -0.649 7.377  0.382
H: -0.801 -1.784 5.874  0.360
H: 3.424 0.944 -4.938  0.406
H: -8.258 -0.236 4.391  0.274
O: -2.328 6.156 2.252  -0.334
H: -7.499 1.570 5.747  0.268
H: 0.388 -2.442 0.928  0.355
C: -7.939 0.636 3.806  -0.205
H: 2.908 -3.545 -8.095  0.366
H: 2.640 -3.030 5.110  0.230
N: 2.795 -1.022 -4.500  0.698
H: 0.382 4.855 0.001  0.282
P: 2.097 -1.909 -5.703  0.152
H: 0.875 -3.342 4.791  0.370
Cl: -5.153 -4.027 -2.840  -0.162
H: 5.589 -1.743 6.218  0.277
H: 3.125 -1.848 -2.563  0.058
H: -1.177 4.216 -1.976  0.381
C: 1.187 -3.967 -3.990  -0.804
C: -2.498 6.450 3.614  -0.712
C: 3.433 -4.909 1.346  -0.236
C: -4.351 -2.519 -3.458  0.824
H: 0.411 0.932 -7.593  -0.120
H: 4.402 -0.724 -3.160  0.374
O: -0.376 0.045 -1.961  0.098
N: 0.969 -2.919 -5.032  0.617
C: 5.064 -0.793 6.354  -1.147
C: 4.699 -2.261 -6.464  -1.092
H: -0.318 2.814 -1.526  0.039
Cl: -0.106 2.872 -6.464  -0.168
H: 4.866 -1.034 3.684  0.383
H: -3.540 6.687 3.716  0.255
H: -2.171 5.629 4.238  0.322
H: -1.974 0.194 -3.283  0.014
H: 4.162 0.467 3.755  0.243
H: 2.063 2.951 7.442  0.366
C: 3.650 -1.503 -3.448  -0.897
H: -5.706 3.359 -5.678  0.319
H: 0.970 -1.102 2.856  -0.337
H: 4.220 -2.419 -3.727  0.344
Cl: -4.130 1.784 -4.722  0.041
H: 0.601 -3.639 -3.126  0.055
H: -0.387 -0.279 6.687  0.314
O: 2.715 -0.681 7.887  -0.891
H: 0.386 2.218 5.017  0.259
O: 1.326 -1.030 -6.611  -0.874
Cl: 2.932 3.089 1.423  -0.095
C: -3.858 1.458 1.567  -0.435
H: 2.234 -4.050 -3.767  0.361
Cl: -4.717 -1.146 -2.467  -0.052
O: -1.184 -2.047 -1.502  -0.648
Cl: 3.588 -3.837 -0.048  -0.037

***

# C29H65Cl2F6N4OP

A cluster of 4 separate species, C29H65Cl2F6N4OP in total (wB97M-V/def2-TZVPD, OMol25).

Calculated values
**DFT total energy**: -3298.99506 a.u.
**Multiplicity**: 1

Last column: Mulliken charge in e.
Atoms and positions in Å:
H: -4.101 -0.688 4.342  0.101
C: 2.963 -3.198 -1.464  -0.526
H: 2.090 -2.812 -0.933  0.359
H: -0.928 -0.227 6.164  0.424
H: 7.608 -3.270 -2.894  0.310
H: -1.967 1.740 6.889  0.398
H: -1.527 -5.533 -3.832  0.406
C: 5.407 5.499 -0.229  -0.989
Cl: -2.137 -3.230 -0.468  -0.044
C: -5.203 0.162 -0.887  -1.014
C: -4.214 -0.228 5.332  -0.406
H: -3.632 2.079 6.534  0.345
C: 5.953 -2.421 -1.748  -0.306
H: 6.420 5.115 -0.381  0.374
H: 2.696 4.486 -3.584  0.438
H: 4.748 3.500 -0.629  0.343
H: 2.935 -1.823 -3.114  0.235
H: 1.390 -0.245 -0.844  -0.017
C: 2.616 5.018 -1.499  -0.453
H: -4.883 0.620 5.150  0.362
H: -1.747 -4.392 -5.228  0.252
Cl: -0.122 -4.180 -2.194  -0.262
H: -5.102 1.390 2.247  0.250
F: -3.002 0.896 -2.170  -0.632
C: 4.450 4.332 0.020  -0.733
H: -2.812 -0.113 8.526  0.269
H: 1.296 5.241 0.781  0.360
F: -5.543 -1.970 -3.320  -0.193
P: -2.774 -0.833 -2.241  0.812
H: 4.286 -3.020 -4.648  0.315
H: 1.154 1.546 -1.037  0.139
H: 1.986 7.312 1.677  0.403
H: 1.523 5.047 -1.537  0.425
H: 1.202 0.829 0.667  0.345
H: -5.464 0.496 -1.936  0.325
C: 0.836 0.653 -0.388  -0.800
C: -2.594 -2.723 -2.204  -1.253
H: 5.344 -5.344 -4.356  0.370
C: -1.648 -1.646 4.764  -1.274
H: -5.719 2.237 -0.147  0.297
C: -3.338 0.797 8.232  -0.967
C: -0.768 0.406 -0.464  0.311
H: 5.143 6.077 -1.116  0.244
H: 5.496 -4.999 -2.636  0.240
C: 3.076 4.108 -2.632  -1.203
H: -0.884 -2.560 -3.794  0.392
H: 4.619 3.947 1.031  0.408
C: -2.021 -4.543 -4.132  -1.211
H: -5.246 -0.128 1.532  0.231
H: -0.833 -2.341 4.979  0.446
C: -1.462 -3.340 -3.197  0.480
N: 3.024 4.578 -0.167  0.213
C: 5.044 -3.258 -3.894  -0.664
H: -3.559 -3.301 -2.409  0.825
H: 5.800 -3.329 -1.151  0.249
H: 5.452 6.173 0.626  0.280
H: 3.695 6.987 1.467  0.217
H: -1.374 -1.068 3.878  0.199
C: 2.382 5.337 0.904  -0.673
C: -1.877 -0.736 5.965  -0.357
H: 2.676 7.339 0.058  0.269
H: -1.218 1.442 -0.514  0.259
H: 2.610 -4.009 -2.100  -0.098
C: 3.603 -2.076 -2.282  -0.718
C: -0.983 -0.497 -1.760  -0.298
C: -2.955 1.268 6.829  -0.677
H: -3.918 1.731 0.212  0.167
H: -3.136 -4.702 -3.970  0.263
H: 8.077 -2.471 -1.400  0.430
C: 7.392 -2.414 -2.250  -1.442
F: -5.504 -0.876 -5.261  -0.272
C: 4.938 -4.742 -3.538  -0.930
H: 2.698 3.090 -2.500  0.120
F: -3.811 0.579 -4.316  -0.261
H: -1.576 0.322 1.350  0.341
H: 3.624 -1.173 -1.659  0.352
O: -1.078 -0.295 0.782  -0.471
H: -4.247 -1.979 6.655  0.237
H: 2.966 6.037 -1.712  0.271
H: -2.086 -1.364 6.841  0.240
H: 4.164 4.070 -2.713  0.308
C: -4.036 -0.936 -0.796  -0.700
H: -5.434 -0.730 7.070  0.307
H: 3.643 -3.610 -0.715  0.272
H: -5.694 -1.760 5.677  0.407
C: -4.707 -1.644 -4.376  0.639
H: 5.849 -1.574 -1.064  0.414
H: -3.540 -0.886 0.219  0.345
H: -0.327 -1.409 -1.625  -0.228
H: 5.993 -3.098 -4.419  0.393
C: -4.925 -1.228 6.245  -1.133
N: -5.511 0.870 1.464  -0.645
H: -3.082 1.570 8.961  0.398
C: -4.999 1.395 0.139  -0.254
H: -4.568 -1.942 -0.941  0.373
F: -4.421 -2.810 -5.116  -0.231
H: 2.596 4.853 1.865  0.383
N: -2.913 0.270 5.762  0.174
C: 2.713 6.825 1.022  -0.989
H: -6.147 -0.366 -0.492  0.549
C: -3.431 -0.763 -4.025  0.742
H: 3.901 -5.051 -3.406  0.247
N: 4.951 -2.294 -2.802  0.156
F: -2.450 -1.046 -5.025  -0.288
H: -4.411 0.625 8.322  0.220
H: -2.529 -2.249 4.530  0.290
H: 7.614 -1.496 -2.800  0.326
H: -0.524 0.095 -2.633  0.333